Computed, not measured: 10 unconnected molecules or ions with the total composition C27H58N4O16 in a non-equilibrium geometry, with ωB97M-V with the def2-TZVPD basis set.

Properties
HOMO = -9.034 eV
E = -67658.718 eV
Structure (SMILES) = C[C@H]1COC(=O)O1.C[C@H]1COC(=O)O1.C[C@H]1COC(=O)O1.CN(C)C=O.CN(C)C=O.CN(C)C=O.CN(C)C=O.CO.CO.CO
Net charge = 0
Spin multiplicity = 1

```
105
Properties=species:S:1:pos:R:3:forces:R:3
O 17.305829 -21.474915 18.997320 0.457 -0.252 -0.130
O 16.767064 -20.641456 11.173036 -0.602 0.093 -0.655
O 19.291433 -28.776256 19.042951 -0.040 0.679 0.777
O 22.537897 -24.143615 19.124732 -0.209 -0.297 -0.061
O 20.900861 -29.515298 17.668208 -0.441 0.300 0.293
O 20.866086 -25.414896 19.904758 0.618 -0.426 -0.789
O 19.050395 -28.573987 16.861773 -0.485 0.609 -0.629
O 22.183916 -25.401154 15.618910 -0.188 0.178 -0.208
O 16.833876 -23.153542 14.842144 -0.549 -0.037 0.188
O 20.816369 -23.184928 20.189110 -0.045 -0.376 -0.364
O 13.187113 -19.755012 14.731151 0.167 -0.203 0.376
O 18.046078 -19.041191 12.055653 -0.253 0.221 0.062
O 20.796754 -21.008673 11.695914 -0.314 -0.680 -0.189
O 15.804652 -18.893440 12.114161 -0.195 0.891 0.330
O 24.996634 -23.729977 16.092012 0.032 -0.234 0.031
O 18.017678 -27.480977 13.152539 0.212 0.375 -0.007
N 18.654056 -27.617737 10.982237 0.148 0.748 -1.147
N 18.739535 -24.025454 15.711879 -0.223 0.445 -0.452
N 24.802723 -22.013082 17.567654 -0.181 0.504 -0.084
N 12.831460 -21.977295 14.364192 -0.711 0.645 0.802
C 16.960847 -19.465456 11.796225 1.019 -0.527 0.064
C 14.712715 -19.608921 11.587522 -0.600 -0.749 -0.066
C 16.721390 -22.517416 19.782179 0.034 0.225 -1.150
C 25.417216 -23.077370 17.031194 -0.286 -0.080 0.305
C 19.834195 -28.995394 17.856259 1.371 -0.744 -0.622
C 21.667294 -21.828033 12.455545 1.136 0.775 -0.534
C 23.576533 -21.488744 16.988620 0.431 -0.201 -1.247
C 23.043711 -25.484206 19.110357 0.145 -0.251 -0.271
C 17.643778 -27.047777 19.815397 0.564 0.074 -0.290
C 17.948103 -27.853301 17.393430 -0.721 0.007 0.875
C 18.341558 -27.195854 9.623122 0.091 0.434 -0.289
C 11.551927 -21.739215 13.720589 -0.448 -0.495 0.792
C 15.351912 -20.868834 10.971158 0.242 -0.448 0.066
C 15.061300 -22.254700 11.533719 0.196 0.242 0.074
C 13.507478 -20.919137 14.888971 0.260 -0.610 -0.747
C 17.537113 -23.434135 15.797966 0.571 0.102 -0.094
C 21.842108 -26.753776 15.451768 -0.372 -1.186 0.295
C 17.980126 -28.207212 18.874034 -0.634 -0.393 1.030
C 24.034849 -25.670515 20.241766 1.579 -0.942 -0.442
C 19.535240 -28.766416 11.058836 0.243 0.604 0.605
C 21.795220 -26.324004 19.227772 -1.298 -0.861 1.110
C 25.409462 -21.199375 18.587338 0.292 0.245 0.444
C 19.280667 -24.412130 14.417492 -0.019 -0.961 0.061
C 21.347630 -24.165623 19.756175 -0.372 0.975 0.773
C 13.257291 -23.361195 14.540140 0.102 0.770 -0.197
C 19.622353 -24.088899 16.862282 -0.669 0.048 -0.208
C 18.064419 -27.011455 12.027091 -0.136 -0.750 0.674
H 13.476740 -23.685576 13.524254 0.417 -0.732 0.258
H 15.485788 -22.347070 12.535744 -0.468 0.170 0.239
H 20.325957 -24.119802 14.358067 0.079 -0.231 0.046
H 23.578768 -21.745141 15.926181 -0.197 -0.437 0.124
H 19.046115 -23.758708 17.728129 0.206 0.131 0.096
H 15.089199 -20.822945 9.912447 0.535 -0.298 -0.148
H 10.807349 -22.339167 14.259174 0.053 -0.512 -0.597
H 15.592847 -23.030593 10.980204 -0.062 0.208 -0.375
H 23.470893 -25.656908 18.122831 0.416 0.102 0.200
H 18.760532 -24.052845 13.533331 -0.352 0.632 0.463
H 18.091522 -26.116999 19.459436 -0.129 0.036 -0.109
H 20.459486 -23.416079 16.677341 0.235 -0.237 0.318
H 21.869773 -27.228156 19.836790 0.444 0.362 0.457
H 23.792844 -25.316179 21.240392 -0.553 0.195 -0.191
H 11.142423 -20.749428 13.901880 0.761 0.391 -0.316
H 21.240144 -22.380542 13.290770 -0.299 0.293 0.119
H 22.695782 -21.915955 17.462687 -0.084 0.293 0.137
H 11.623208 -21.977735 12.659265 -0.365 -0.008 -0.014
H 17.229003 -22.457482 20.741024 -0.659 -0.128 0.321
H 22.509618 -21.193188 12.752431 -0.010 -0.236 0.663
H 24.643621 -20.891894 19.300594 0.069 -0.005 0.030
H 18.245613 -26.120398 9.445808 -0.096 0.087 0.751
H 16.559064 -26.955986 19.858233 -0.015 0.147 -0.095
H 13.994768 -22.474595 11.478400 -0.019 -0.016 0.257
H 19.944600 -25.116538 17.036647 0.303 0.079 -0.075
H 17.309246 -23.212368 16.852432 -0.408 0.188 -0.035
H 19.144582 -25.496768 14.367160 0.577 -0.073 -0.205
H 13.974503 -19.791693 12.371040 0.205 -0.043 0.076
H 17.597200 -26.047419 11.772798 -0.057 -0.018 -0.102
H 23.603760 -20.400289 16.937680 -0.166 0.026 0.711
H 20.761078 -26.902645 15.373369 -0.060 0.567 0.245
H 16.653487 -21.002906 18.478760 -0.203 -0.132 0.026
H 25.023255 -25.281698 19.974659 -0.294 0.636 -0.031
H 14.110594 -23.368272 15.215809 0.400 -0.079 -0.487
H 24.317933 -26.726758 20.331356 -0.567 -0.113 0.044
H 26.193717 -21.722587 19.136487 -0.124 -0.239 -0.101
H 12.528324 -24.028519 15.003099 -0.452 0.331 -0.155
H 14.225861 -19.050183 10.785686 0.127 0.286 0.189
H 21.339798 -26.772075 18.341647 0.109 0.975 -0.522
H 18.017783 -26.765439 17.323097 0.459 -0.067 -0.649
H 18.001386 -27.146007 20.839731 0.030 -0.503 -0.061
H 15.635259 -22.424967 19.717454 -0.008 0.128 0.963
H 26.329062 -23.329353 17.594262 0.205 -0.106 -0.174
H 22.154791 -22.552968 11.801629 -0.434 -0.101 -0.246
H 19.083235 -29.619905 10.556794 0.161 -0.214 0.198
H 20.597952 -20.194150 12.163176 -0.138 -0.055 0.151
H 17.005283 -28.186278 16.967529 0.188 0.001 -0.428
H 22.156755 -27.357275 16.309384 0.077 -0.071 -0.052
H 20.484974 -28.489045 10.593534 -0.119 -0.185 -0.339
H 19.798470 -28.939700 12.100790 -0.455 -0.366 0.020
H 22.190090 -27.272238 14.550526 0.585 0.511 -0.081
H 17.401798 -27.639367 9.288963 0.183 -0.245 -0.246
H 23.073487 -25.315093 15.977199 0.148 0.057 -0.309
H 25.879866 -20.301609 18.172010 -0.172 0.025 -0.072
H 19.176464 -27.445694 8.969186 -0.173 -0.444 -0.041
H 17.302093 -29.031784 19.108970 -0.072 0.007 -0.144
H 16.900610 -23.515035 19.356083 0.401 0.119 -0.091
H 14.444957 -21.281843 15.354302 -0.081 0.425 0.235
```
Positions in Å, forces in eV/Å.

---

Computed, not measured: a molecular structure, C27H58NNiP3 in a non-equilibrium geometry, with ωB97M-V with the def2-TZVPD basis set.

Properties
HOMO (alpha / beta) = -5.932 / -6.435 eV
Energy above the lowest of the compared OMol25 structures with the same formula, charge and spin = 39.7 kcal per mole
E = -99328.487 eV
Net charge = 0
Spin multiplicity = 3
⟨S²⟩ = 2.106

```
90
Properties=species:S:1:pos:R:3:forces:R:3
Ni -1.431170 -1.222196 -0.762144 1.844 0.044 5.889
P -0.928954 -1.746252 -2.502291 0.340 -0.893 -1.987
P -0.428766 0.137486 2.129785 -1.667 -0.910 -2.921
P 0.182457 1.584938 -4.527341 0.874 4.460 -5.086
N -0.882461 -0.363608 0.664242 0.840 1.475 2.457
C -1.411513 2.037584 -5.543126 -0.705 -0.788 -0.029
C -1.423875 1.723885 2.313295 0.775 -0.139 0.751
C -1.335045 -0.566229 -3.801811 -0.104 0.186 -1.055
C 1.418054 0.494702 2.419174 -0.225 -0.016 0.578
C -1.036068 2.478077 3.585206 -0.450 0.583 0.215
C -0.177924 -0.172496 -4.737080 0.846 -0.758 0.447
C -0.996473 -1.189520 3.347360 0.297 0.674 0.418
C 0.526234 4.239574 -3.863518 -2.033 -0.394 -0.146
C -0.340318 3.158866 -3.466708 -0.612 0.130 1.249
C -1.262225 -0.578559 4.730078 -0.019 -0.459 0.396
C -1.160511 2.594742 1.084867 0.024 0.138 -0.274
C 0.978694 1.762330 -1.702919 -0.506 0.371 1.572
C 0.062861 -2.283211 3.486399 -0.007 -0.359 0.136
C -2.268251 -1.861120 2.821773 -0.056 -0.070 -0.286
C 2.206357 1.723627 -2.524272 0.117 -1.859 1.268
C -0.724795 -3.085834 -0.131085 0.280 0.374 -0.340
C 0.662558 -2.461570 -2.977005 0.133 -0.085 -0.040
C 2.252537 -0.587511 1.726918 0.289 -0.164 -0.042
C -2.909394 1.364977 2.347500 -0.265 0.143 -0.089
C 2.898087 3.419972 -3.999184 -0.788 0.271 -0.511
C 0.969038 2.179897 -6.149118 0.294 -0.502 -0.953
C 1.887685 1.858586 1.902022 0.219 0.200 -0.258
C 1.883389 4.420786 -3.400567 0.881 0.765 0.084
C 2.264030 2.032172 -3.899275 -0.570 -0.652 -0.898
C 1.758483 0.533778 3.923109 0.371 0.027 0.156
C -0.293667 2.596513 -2.044779 0.261 0.241 0.312
C -2.172887 -3.033377 -2.576626 -0.034 -0.453 -1.687
H -3.091144 -1.157962 2.722336 0.001 -0.060 -0.089
H 1.766961 1.975574 0.824717 -0.072 -0.058 0.316
H -3.486889 2.293683 2.253016 0.068 -0.080 0.036
H -2.232697 -3.215564 -3.637106 -0.856 -0.841 -0.604
H -0.009448 2.854560 3.581158 -0.289 -0.077 -0.046
H -1.178770 1.879799 4.485277 0.055 0.158 -0.099
H 2.964892 1.934311 2.110870 -0.168 -0.086 -0.072
H -1.200295 1.956374 -1.855693 0.805 0.533 -0.354
H 0.416138 -3.113248 -3.825731 0.655 0.082 -0.040
H -1.870480 -3.912004 -2.034884 0.074 -0.259 -0.054
H 3.167445 3.725608 -5.012840 -0.043 -0.114 -0.076
H -1.356351 3.107248 -5.780365 -0.125 -0.327 0.082
H 1.168964 1.282627 4.462499 0.111 -0.200 -0.085
H -2.583095 -2.634539 3.530229 0.112 0.045 0.077
H -0.364752 -0.130396 5.173722 -0.312 -0.052 -0.138
H -0.357992 -0.431138 -5.793527 -0.159 0.614 0.362
H -3.103983 -2.663075 -2.154745 -0.041 0.013 -0.233
H 2.057607 2.098378 -6.230646 -0.264 0.007 0.168
H 3.806390 3.421671 -3.372958 -0.138 0.029 -0.262
H -0.152138 -3.633653 -0.895746 -0.243 0.174 0.331
H 2.810726 0.840346 4.010004 -0.144 -0.059 0.014
H -2.071787 0.154152 4.726094 0.142 -0.203 0.020
H -0.025228 -2.841632 0.671885 -0.153 0.060 -0.288
H -0.196994 3.108632 1.125897 -0.150 -0.067 0.047
H 0.738351 -0.699785 -4.503477 0.005 -0.153 0.048
H 1.677774 -0.428034 4.431059 -0.051 0.277 -0.089
H 1.342211 2.225244 -0.775199 -0.352 -0.519 0.106
H 0.702135 3.241091 -6.289168 0.122 -0.475 0.135
H -3.208954 0.899779 3.289888 0.020 0.024 -0.167
H 2.133811 5.454703 -3.675969 0.447 -0.206 0.478
H -1.937446 3.363012 1.001508 0.020 0.001 0.149
H -3.183252 0.711835 1.509784 0.140 0.138 0.200
H 0.923018 -1.985817 4.088497 -0.143 -0.107 -0.211
H 0.561856 1.616029 -7.010202 0.036 0.307 0.370
H 1.383598 -1.671150 -3.222203 -0.251 -0.407 -0.069
H -1.701481 3.346223 3.673783 0.117 0.043 0.076
H 0.634458 0.739422 -1.427432 0.311 0.360 0.046
H -1.399700 3.388087 -3.685703 0.692 -0.138 -0.081
H 0.400932 -2.644570 2.512841 -0.038 0.010 0.227
H -1.806681 0.320831 -3.342388 0.254 -0.422 -0.110
H -1.187040 2.014083 0.161065 -0.067 -0.085 0.402
H -0.387347 3.449198 -1.333659 0.079 -0.503 -0.409
H -0.404720 -3.125428 4.011854 0.062 0.031 -0.086
H 0.018688 5.033241 -4.413495 0.347 -0.230 -0.166
H 1.963142 -0.744952 0.683466 -0.142 0.089 0.121
H -2.090490 -2.337313 1.848092 -0.082 0.269 0.354
H 1.903095 4.282162 -2.309628 0.181 0.241 -0.019
H 1.128129 -3.024129 -2.169574 -0.295 -0.115 -0.092
H -1.414382 1.465372 -6.489024 -0.317 0.214 0.435
H 2.219550 -1.550567 2.245886 -0.074 0.210 -0.129
H -2.321498 1.837658 -4.973528 -0.238 0.056 -0.174
H 2.992366 1.077464 -2.139756 0.058 0.032 0.451
H 2.754025 1.312231 -4.565134 0.336 -0.082 0.458
H -2.115937 -1.036815 -4.389538 -0.304 0.029 -0.258
H -1.436016 -3.819243 0.275740 -0.310 0.479 -0.158
H -1.565389 -1.395725 5.395674 -0.030 0.069 0.040
H 1.425843 2.702265 2.421546 0.049 -0.202 -0.217
H 3.300319 -0.260152 1.735457 -0.096 -0.049 0.001
```
Positions in Å, forces in eV/Å.

---

> Among the records above, which one has the highest E?

C27H58N4O16

---

> What is the formula in the first record?

C27H58N4O16

---

> Which of these has the highest spin multiplicity?

C27H58NNiP3